No. 1
{
  "formula": "C25H21N3O3S2",
  "method": "the ωB97M-V functional and the def2-TZVPD basis",
  "e_homo_ev": -8.144,
  "gap_ha": 0.308,
  "de_lowest_kcal_mol": 23.49,
  "smiles": "Cc1ccc(-c2csc(NC(=O)c3ccc(S(=O)(=O)N4CCc5ccccc54)cc3)n2)cc1",
  "lumo_energy_ev": 0.240,
  "total_energy_ev": -58549.782,
  "elements": ["C", "C", "C", "C", "C", "C", "C", "S", "C", "N", "C", "O", "C", "C", "C", "C", "S", "O", "O", "N", "C", "C", "C", "C", "C", "C", "C", "C", "C", "C", "N", "C", "C", "H", "H", "H", "H", "H", "H", "H", "H", "H", "H", "H", "H", "H", "H", "H", "H", "H", "H", "H", "H", "H"],
  "xyz": [[-1.5658, 1.9381, 4.4626], [-1.2799, 2.2150, 3.0196], [-0.5765, 3.3502, 2.6321], [-0.3139, 3.6069, 1.3007], [-0.7504, 2.7226, 0.3164], [-0.4788, 2.9379, -1.0973], [-0.0558, 4.0882, -1.7008], [0.1440, 3.8682, -3.3991], [-0.3699, 2.1942, -3.1679], [-0.4219, 1.3455, -4.2402], [-0.6646, -0.0115, -4.2280], [-0.8335, -0.6053, -5.2661], [-0.6725, -0.6608, -2.8845], [0.4764, -0.6695, -2.1005], [0.4683, -1.2900, -0.8635], [-0.6867, -1.9079, -0.4233], [-0.8166, -2.7207, 1.1808], [-1.5534, -1.8644, 2.0604], [-1.3060, -4.0475, 0.9589], [0.7301, -2.8814, 1.7621], [1.5527, -3.9700, 1.2394], [3.0106, -3.5858, 1.5572], [2.8928, -2.1702, 2.0504], [3.8702, -1.2624, 2.3918], [3.4881, 0.0038, 2.8223], [2.1483, 0.3420, 2.9119], [1.1538, -0.5666, 2.5777], [1.5434, -1.8198, 2.1451], [-1.8255, -1.9301, -1.2054], [-1.8198, -1.3095, -2.4432], [-0.6554, 1.8927, -1.9590], [-1.4565, 1.5834, 0.7023], [-1.7220, 1.3382, 2.0334], [-1.5795, 0.8668, 4.6493], [-0.8229, 2.4041, 5.1061], [-2.5443, 2.3378, 4.7313], [-0.2244, 4.0408, 3.3859], [0.2462, 4.4885, 1.0267], [0.1345, 5.0479, -1.2679], [-0.3515, 1.7633, -5.1613], [1.3758, -0.1883, -2.4540], [1.3546, -1.2760, -0.2493], [1.3797, -4.0713, 0.1627], [1.2450, -4.9012, 1.7173], [3.4283, -4.2281, 2.3346], [3.6534, -3.6605, 0.6791], [4.9146, -1.5281, 2.3216], [4.2447, 0.7262, 3.0882], [1.8628, 1.3293, 3.2423], [0.1108, -0.3103, 2.6417], [-2.7009, -2.4379, -0.8327], [-2.7013, -1.3171, -3.0655], [-1.7907, 0.8942, -0.0574], [-2.2584, 0.4426, 2.3102]],
  "atomic_forces_ev_per_a": [[-0.067, 0.040, 0.000], [0.007, -0.034, -0.091], [-0.016, -0.004, 0.038], [-0.068, -0.127, -0.172], [-0.109, -0.123, 0.486], [0.395, 0.923, -0.564], [-0.093, -0.269, 0.042], [-0.168, -0.691, 0.270], [0.260, 1.315, 0.257], [0.108, 0.054, -0.744], [-0.012, -0.033, 0.027], [-0.090, -0.113, -0.017], [0.074, -0.602, 0.186], [-0.172, -0.234, -0.101], [0.252, 0.039, -0.050], [-0.035, -0.290, 0.538], [0.232, -0.074, 0.016], [0.222, 0.188, -0.048], [0.239, -0.003, -0.170], [-1.244, -0.111, -0.334], [0.043, -0.833, -0.384], [0.012, 0.022, 0.082], [-0.385, -0.015, -0.093], [-0.122, 0.070, 0.011], [0.158, 0.055, 0.030], [-0.010, 0.002, -0.029], [-0.009, -0.028, 0.040], [0.682, 0.821, 0.392], [-0.154, -0.018, 0.003], [0.184, 0.094, -0.063], [-0.327, -0.383, -0.097], [0.056, 0.155, -0.072], [-0.012, 0.152, 0.120], [-0.002, -0.073, 0.096], [0.027, -0.004, 0.088], [-0.046, -0.010, 0.098], [0.042, 0.053, 0.084], [0.082, 0.089, -0.026], [0.004, 0.215, 0.161], [-0.038, -0.235, 0.125], [0.081, 0.102, 0.005], [0.109, 0.015, 0.014], [0.115, -0.065, 0.066], [0.097, 0.045, -0.140], [-0.010, -0.043, -0.053], [-0.027, -0.054, 0.027], [0.114, -0.024, -0.008], [0.057, 0.078, 0.030], [-0.040, 0.112, 0.025], [-0.055, 0.086, 0.050], [-0.181, -0.052, -0.073], [-0.090, -0.029, -0.050], [-0.029, -0.084, -0.067], [-0.040, -0.065, 0.039]]
}

No. 2
{
  "formula": "C25H21N5O4PS2Tm",
  "method": "the ωB97M-V functional and the def2-TZVPD basis",
  "e_homo_ev": [-8.730, -8.734],
  "gap_ha": [0.318, 0.318],
  "de_lowest_kcal_mol": 0.00,
  "multiplicity": 3,
  "lumo_energy_ev": [-0.068, -0.068],
  "total_energy_ev": -102403.031,
  "elements": ["Tm", "O", "C", "N", "C", "O", "C", "C", "C", "C", "C", "N", "C", "C", "C", "C", "C", "N", "H", "H", "H", "H", "H", "H", "H", "H", "N", "N", "C", "O", "O", "H", "H", "H", "S", "P", "S", "C", "C", "C", "C", "C", "C", "C", "C", "C", "C", "C", "C", "H", "H", "H", "H", "H", "H", "H", "H", "H", "H"],
  "xyz": [[0.9403, 1.6371, 0.1831], [3.1861, -2.0276, 0.6390], [2.8574, -0.8694, 0.5010], [2.0043, -0.1037, 1.2428], [1.4622, -0.5687, 2.4157], [1.4723, -1.6840, 2.8873], [0.7945, 0.5567, 3.1981], [0.2684, 0.3116, 4.4522], [-0.3216, 1.3674, 5.1296], [-0.3755, 2.6158, 4.5302], [0.1533, 2.7713, 3.2594], [0.7323, 1.7569, 2.6139], [3.5166, -0.0601, -0.6176], [4.4261, -0.6893, -1.4516], [5.0670, 0.0729, -2.4103], [4.7777, 1.4283, -2.5085], [3.8254, 1.9630, -1.6617], [3.2006, 1.2330, -0.7328], [0.3349, -0.6887, 4.8547], [-0.7411, 1.2181, 6.1164], [-0.8297, 3.4632, 5.0240], [0.1106, 3.7111, 2.7217], [4.6103, -1.7438, -1.3092], [5.7916, -0.3801, -3.0749], [5.2735, 2.0597, -3.2322], [3.5425, 3.0060, -1.7181], [0.7922, 2.9526, -2.1906], [-0.3510, 3.3607, -1.4697], [-0.1219, 4.1096, -0.2784], [-0.9609, 4.8880, 0.1085], [0.9744, 3.7413, 0.3429], [1.2144, 3.7373, -2.6753], [0.5275, 2.2078, -2.8242], [-1.1098, 3.8069, -1.9727], [0.2779, -0.2014, -1.8067], [-1.3498, -0.5972, -0.6755], [-1.6520, 0.8428, 0.6896], [-2.8087, -0.7833, -1.7205], [-3.2876, 0.3124, -2.4367], [-4.4135, 0.1869, -3.2276], [-5.0755, -1.0344, -3.3121], [-4.6064, -2.1269, -2.6026], [-3.4738, -2.0008, -1.8056], [-1.0922, -2.1660, 0.1798], [-0.2515, -3.1355, -0.3625], [-0.0166, -4.3186, 0.3184], [-0.6210, -4.5446, 1.5466], [-1.4640, -3.5863, 2.0905], [-1.6953, -2.4003, 1.4132], [-2.7804, 1.2674, -2.3602], [-4.7828, 1.0437, -3.7762], [-5.9595, -1.1267, -3.9299], [-5.1181, -3.0783, -2.6619], [-3.1143, -2.8595, -1.2532], [0.2510, -2.9492, -1.3031], [0.6591, -5.0529, -0.0994], [-0.4194, -5.4596, 2.0882], [-1.9240, -3.7510, 3.0559], [-2.3265, -1.6416, 1.8588]],
  "atomic_forces_ev_per_a": [[0.331, -0.828, -0.271], [-0.056, 0.012, 0.023], [0.143, -0.077, -0.055], [-0.066, -0.073, 0.041], [-0.019, -0.006, 0.185], [0.071, 0.019, -0.067], [0.030, -0.125, -0.099], [0.027, 0.109, -0.001], [-0.011, -0.042, 0.035], [0.006, 0.098, -0.052], [0.019, -0.124, 0.034], [-0.095, 0.102, -0.107], [-0.106, -0.216, 0.178], [0.063, 0.179, 0.020], [0.050, -0.024, -0.060], [-0.017, -0.011, 0.043], [0.030, -0.046, 0.002], [-0.131, -0.021, -0.140], [0.007, 0.005, 0.014], [-0.001, -0.001, -0.005], [-0.011, -0.024, 0.022], [-0.004, 0.023, 0.028], [0.006, -0.001, 0.003], [-0.003, 0.010, -0.001], [-0.007, -0.005, -0.008], [0.001, 0.007, 0.016], [-0.032, 0.066, 0.263], [-0.318, 0.447, 0.170], [0.652, -0.085, 0.682], [-0.070, 0.117, -0.211], [-0.552, 0.907, -0.159], [0.074, -0.085, -0.139], [-0.003, 0.005, -0.061], [0.045, -0.232, -0.270], [-0.138, -0.056, -0.182], [0.300, 0.147, 0.130], [-0.171, 0.039, -0.007], [-0.164, -0.167, -0.030], [0.091, 0.074, 0.056], [-0.046, -0.022, -0.033], [0.004, 0.027, -0.003], [0.051, 0.073, 0.013], [-0.028, -0.099, -0.034], [0.072, -0.235, 0.047], [0.060, 0.056, -0.085], [-0.036, -0.023, 0.077], [0.005, 0.019, -0.040], [0.030, -0.025, -0.022], [-0.096, 0.073, 0.049], [0.016, -0.018, 0.027], [-0.005, -0.008, -0.004], [0.003, -0.004, 0.000], [0.000, -0.001, 0.000], [0.019, 0.021, 0.019], [-0.018, 0.022, 0.002], [0.003, 0.005, -0.001], [-0.005, 0.001, 0.001], [-0.003, 0.001, -0.001], [0.006, 0.019, -0.029]]
}

No. 3
{
  "formula": "C25H22AsBF4HfO2P2S4",
  "method": "the ωB97M-V functional and the def2-TZVPD basis",
  "e_homo_ev": -7.420,
  "gap_ha": 0.260,
  "lumo_energy_ev": -0.352,
  "total_energy_ev": -166001.915,
  "elements": ["Hf", "O", "P", "C", "P", "O", "C", "C", "C", "C", "C", "C", "C", "C", "C", "C", "C", "C", "C", "C", "C", "C", "C", "C", "C", "C", "C", "C", "C", "C", "H", "H", "H", "H", "H", "H", "H", "H", "H", "H", "H", "H", "H", "H", "H", "H", "H", "H", "H", "H", "H", "H", "S", "As", "S", "S", "S", "F", "B", "F", "F", "F"],
  "xyz": [[1.5322, -2.7276, -0.5516], [1.9663, -0.6199, -0.1081], [1.3281, 0.7440, -0.1059], [0.0846, 0.8115, 1.2302], [-1.1151, -0.5345, 0.8656], [-0.4664, -1.5212, -0.0497], [-2.5100, 0.2220, 0.0096], [-2.8801, -0.3127, -1.2197], [-3.9301, 0.2550, -1.9254], [-4.6029, 1.3519, -1.4085], [-4.2412, 1.8782, -0.1742], [-3.1996, 1.3087, 0.5387], [-1.6741, -1.2563, 2.4015], [-2.1381, -2.5706, 2.3249], [-2.6140, -3.1925, 3.4647], [-2.6337, -2.5056, 4.6721], [-2.1745, -1.1986, 4.7463], [-1.6906, -0.5706, 3.6093], [0.5100, 1.1031, -1.6555], [-0.5011, 2.0570, -1.7444], [-1.1004, 2.3135, -2.9657], [-0.6937, 1.6165, -4.0952], [0.3193, 0.6727, -4.0100], [0.9317, 0.4178, -2.7925], [2.5929, 1.9704, 0.2353], [3.9111, 1.5546, 0.3784], [4.8970, 2.4965, 0.6336], [4.5687, 3.8387, 0.7466], [3.2503, 4.2540, 0.5989], [2.2630, 3.3205, 0.3404], [-0.3674, 1.7974, 1.3423], [0.6481, 0.5820, 2.1394], [-2.3391, -1.1659, -1.6130], [-4.2197, -0.1615, -2.8811], [-5.4201, 1.7950, -1.9630], [-4.7772, 2.7248, 0.2344], [-2.9330, 1.7106, 1.5113], [-2.0879, -3.1099, 1.3861], [-2.9487, -4.2198, 3.4151], [-3.0003, -2.9987, 5.5629], [-2.1803, -0.6714, 5.6912], [-1.3184, 0.4462, 3.6795], [-0.8464, 2.5882, -0.8654], [-1.8943, 3.0457, -3.0303], [-1.1700, 1.8109, -5.0473], [0.6394, 0.1319, -4.8904], [1.7357, -0.3058, -2.7336], [4.1611, 0.5070, 0.2738], [5.9244, 2.1755, 0.7391], [5.3422, 4.5690, 0.9456], [2.9971, 5.3026, 0.6809], [1.2375, 3.6504, 0.2095], [-0.8549, -6.6839, 0.7383], [0.4095, -5.2288, 0.0347], [-0.4276, -3.9099, -1.5763], [1.0296, -3.7160, 1.6355], [2.3931, -5.2225, -0.8453], [3.8199, -2.4172, -0.3972], [4.1590, -2.0999, -1.7846], [2.8097, -2.4000, -2.3769], [4.4029, -0.7688, -1.9248], [5.0863, -2.9339, -2.2801]],
  "atomic_forces_ev_per_a": [[-0.523, 0.286, 0.542], [0.401, -0.622, -0.281], [-0.039, 0.379, 0.176], [0.081, -0.148, -0.142], [-0.127, 0.312, 0.164], [0.428, -0.131, -0.354], [0.120, -0.106, 0.083], [0.069, -0.076, 0.009], [-0.028, -0.005, -0.020], [-0.011, -0.009, -0.024], [-0.005, 0.029, 0.023], [0.018, 0.032, 0.081], [-0.030, -0.016, -0.199], [0.056, 0.025, -0.059], [-0.019, -0.009, 0.068], [-0.010, -0.030, -0.032], [0.009, 0.025, 0.057], [0.026, 0.095, 0.040], [0.076, 0.092, 0.062], [0.012, 0.031, 0.008], [-0.013, 0.021, -0.003], [-0.022, 0.018, -0.010], [0.034, -0.037, 0.005], [-0.039, 0.005, -0.016], [-0.253, -0.028, -0.004], [0.030, -0.110, -0.009], [0.039, 0.029, 0.011], [-0.002, -0.019, -0.005], [0.013, -0.002, 0.004], [-0.083, 0.048, -0.006], [-0.030, -0.012, -0.054], [-0.054, -0.046, 0.014], [0.001, 0.007, -0.005], [-0.002, 0.005, 0.001], [0.002, 0.000, 0.002], [0.000, -0.003, 0.001], [0.000, -0.001, -0.006], [-0.010, -0.009, 0.000], [0.005, 0.001, -0.022], [0.006, 0.010, 0.005], [-0.006, -0.006, -0.003], [-0.010, -0.016, -0.017], [0.009, 0.000, -0.003], [0.000, -0.003, -0.009], [0.002, -0.002, -0.001], [-0.007, 0.003, -0.004], [0.012, 0.017, -0.010], [-0.010, 0.007, -0.006], [0.001, 0.007, 0.001], [0.003, -0.006, -0.001], [-0.004, -0.004, -0.003], [0.015, -0.005, 0.002], [0.082, -0.116, -0.015], [0.137, 0.146, -0.111], [-0.064, -0.108, -0.019], [-0.053, 0.115, -0.002], [0.124, -0.154, -0.003], [0.055, -0.018, 0.040], [-0.181, -0.235, 0.154], [-0.219, 0.245, -0.068], [0.010, 0.073, -0.016], [-0.023, 0.032, -0.008]]
}

No. 4
{
  "formula": "C25H22AuN2O6S7",
  "method": "the ωB97M-V functional and the def2-TZVPD basis",
  "e_homo_ev": [-4.642, -4.486],
  "gap_ha": [0.229, 0.162],
  "multiplicity": 3,
  "lumo_energy_ev": [1.582, -0.077],
  "charge": -1,
  "total_energy_ev": -121088.002,
  "elements": ["Au", "S", "C", "S", "C", "C", "S", "S", "S", "C", "C", "C", "C", "C", "C", "C", "S", "O", "O", "N", "C", "C", "C", "O", "O", "H", "H", "H", "H", "H", "H", "H", "H", "H", "H", "H", "H", "O", "C", "O", "C", "C", "C", "C", "S", "C", "C", "H", "H", "H", "H", "H", "C", "C", "C", "N", "C", "C", "H", "H", "H", "H", "H"],
  "xyz": [[0.3516, 0.1314, 0.2675], [-1.6520, 1.6077, 7.1008], [-1.2645, 1.3293, 5.5373], [0.1153, 2.0315, 4.7444], [-0.1141, 1.3057, 3.1693], [-1.2108, 0.4694, 3.0479], [-1.7039, -0.3522, 1.6562], [-2.1835, 0.2832, 4.4926], [0.9893, 1.7304, 1.9485], [-0.9751, -8.4805, 6.1902], [-0.7615, -7.5270, 5.0485], [-0.0025, -7.8927, 3.9403], [0.2327, -6.9929, 2.9126], [-0.2998, -5.7192, 3.0039], [-1.0664, -5.3331, 4.0917], [-1.2947, -6.2404, 5.1115], [0.0719, -4.5258, 1.7394], [1.3014, -4.9256, 1.1213], [-0.0165, -3.2167, 2.3267], [-1.1791, -4.7895, 0.6654], [-1.5403, -3.6577, -0.2360], [-0.3784, -3.1107, -1.0842], [-0.9317, -1.8770, -1.8501], [-1.6422, -2.1051, -2.8205], [-0.6635, -0.6776, -1.4438], [-0.6913, -9.4943, 5.9154], [-2.0170, -8.4813, 6.5081], [-0.3674, -8.1745, 7.0432], [0.4294, -8.8844, 3.8918], [0.8370, -7.2472, 2.0527], [-1.4479, -4.3211, 4.1326], [-1.8700, -5.9376, 5.9773], [-1.9866, -5.0619, 1.2171], [-1.9533, -2.8358, 0.3558], [-2.3130, -4.0371, -0.9052], [-0.0336, -3.8715, -1.7843], [0.4466, -2.8041, -0.4500], [5.4414, 4.6169, -6.2338], [4.5555, 5.2099, -5.3895], [4.5145, 6.4107, -5.3274], [3.7453, 4.2939, -4.5579], [3.5233, 2.9517, -4.8874], [2.9387, 2.0937, -3.9799], [2.5867, 2.5443, -2.6975], [2.2463, 1.3935, -1.4462], [2.6720, 3.9198, -2.4284], [3.2431, 4.7753, -3.3462], [5.4268, 3.6609, -6.1171], [3.7847, 2.5712, -5.8704], [2.7787, 1.0533, -4.2267], [2.3306, 4.2816, -1.4687], [3.3600, 5.8296, -3.1324], [5.0579, -2.0611, 0.7573], [4.4090, -2.0631, -0.4639], [3.1785, -1.4334, -0.5582], [2.6005, -0.8198, 0.4684], [3.2319, -0.8084, 1.6373], [4.4603, -1.4154, 1.8296], [6.0176, -2.5479, 0.8758], [4.8359, -2.5470, -1.3306], [2.6382, -1.4003, -1.4946], [2.7414, -0.2808, 2.4434], [4.9387, -1.3734, 2.7984]],
  "atomic_forces_ev_per_a": [[-0.506, 0.565, -0.463], [0.024, 0.010, -0.012], [-0.045, -0.080, -0.113], [-0.263, -0.142, 0.040], [0.734, 0.540, -0.115], [-0.697, -0.647, -0.346], [0.435, 0.279, 0.229], [0.251, 0.248, 0.133], [-0.286, -0.282, 0.054], [0.047, 0.052, -0.040], [-0.021, 0.018, 0.019], [-0.001, 0.040, 0.018], [0.009, 0.023, -0.005], [-0.062, 0.174, -0.274], [-0.016, 0.057, 0.025], [0.061, 0.007, -0.092], [-0.133, -0.192, -0.009], [0.082, 0.044, -0.164], [-0.056, 0.115, 0.015], [0.214, 0.094, 0.042], [0.358, 0.179, -0.025], [-0.414, 0.387, 0.328], [0.104, -0.167, -0.159], [-0.068, -0.072, 0.006], [0.235, -0.492, 0.221], [-0.005, -0.042, 0.021], [-0.021, -0.027, 0.024], [-0.008, -0.053, 0.058], [-0.031, -0.037, -0.006], [0.028, -0.052, 0.018], [-0.004, 0.011, 0.064], [-0.045, -0.025, 0.014], [-0.015, -0.026, -0.047], [-0.034, -0.034, -0.002], [0.018, 0.041, 0.056], [-0.035, 0.106, -0.052], [0.177, -0.012, 0.182], [0.073, 0.155, -0.245], [-0.115, 0.045, 0.077], [0.059, -0.040, -0.095], [-0.140, -0.142, 0.083], [0.103, 0.123, 0.025], [-0.022, 0.127, -0.010], [-0.334, 0.059, 0.122], [0.138, -0.272, 0.386], [0.024, -0.051, -0.224], [0.106, 0.058, -0.079], [-0.073, -0.014, 0.120], [0.060, -0.022, 0.005], [0.001, -0.020, 0.010], [0.025, 0.011, 0.034], [0.031, 0.007, 0.044], [0.021, 0.067, 0.076], [-0.050, -0.036, 0.072], [0.016, -0.149, -0.210], [-0.031, -0.374, 0.127], [0.105, -0.059, 0.060], [0.096, -0.020, -0.038], [0.007, -0.003, -0.009], [-0.007, -0.006, -0.020], [-0.031, -0.006, -0.009], [-0.053, -0.029, 0.048], [-0.020, -0.015, 0.010]]
}